<one>
9
Properties=species:S:1:pos:R:3 method="wB97M-V/def2-TZVPD" e_lumo_ev=-0.03 charge=0 smiles=[O-][N+]#CF.C gap_ev=9.99
O -2.794 -1.351 0.022
N -2.286 -0.291 -0.040
C -1.413 0.477 -0.048
F -1.021 1.712 0.087
C 1.437 -0.085 0.012
H 2.345 -0.513 -0.201
H 1.361 0.629 -0.696
H 0.734 -0.872 -0.071
H 1.638 0.293 0.934

<two>
9
Properties=species:S:1:pos:R:3 method="wB97M-V/def2-TZVPD" e_lumo_ev=1.19 charge=0 smiles="C=NOCF" gap_ev=11.51
C -1.449 -1.401 0.088
N -0.300 -0.840 0.149
O -0.090 0.444 -0.466
C 1.192 1.109 -0.099
F 1.028 1.747 1.096
H -1.507 -2.325 0.628
H -2.269 -1.035 -0.481
H 2.041 0.327 -0.126
H 1.353 1.975 -0.790

Which is the most stable structure? <two> is the most stable.

<one>
132
Properties=species:S:1:pos:R:3 method="wB97M-V/def2-TZVPD" e_lumo_ev=0.59 charge=0 smiles=COC[C@H](C)N.COC[C@H](C)N.COC[C@H](C)N.COC[C@H](C)N.COC[C@H](C)N.COC[C@H](C)N.OCCO.OCCO.OCCO gap_ev=9.70
C 7.417 2.938 0.199
O 6.116 3.313 0.501
C 5.172 2.717 -0.343
C 4.961 3.485 -1.606
C 4.214 4.766 -1.197
N 4.055 2.647 -2.474
H 7.634 1.860 0.106
H 8.132 3.389 0.955
H 7.775 3.410 -0.728
H 5.513 1.731 -0.568
H 4.277 2.697 0.260
H 5.944 3.557 -2.036
H 3.296 4.549 -0.666
H 4.072 5.297 -2.107
H 4.804 5.365 -0.501
H 3.300 2.324 -1.858
H 4.672 1.867 -2.731
C -6.515 0.781 0.010
O -6.154 0.323 1.309
C -5.579 1.361 2.129
C -5.224 0.903 3.486
C -6.463 0.230 4.164
N -4.631 2.052 4.155
H -7.075 0.018 -0.537
H -5.685 1.146 -0.612
H -7.086 1.702 0.078
H -4.681 1.813 1.704
H -6.321 2.130 2.263
H -4.418 0.141 3.345
H -7.425 0.847 3.963
H -6.274 0.169 5.240
H -6.588 -0.685 3.586
H -3.996 2.581 3.612
H -5.408 2.704 4.345
C 1.342 0.580 2.426
O 2.488 0.141 1.753
C 2.826 -1.181 2.137
C 4.005 -1.617 1.360
C 4.392 -3.058 1.676
N 5.057 -0.652 1.431
H 1.522 0.469 3.482
H 0.537 -0.028 2.173
H 1.164 1.651 2.136
H 3.034 -1.144 3.225
H 1.905 -1.789 2.083
H 3.699 -1.668 0.316
H 4.630 -3.152 2.704
H 5.215 -3.330 1.031
H 3.510 -3.716 1.470
H 4.707 0.246 1.073
H 5.434 -0.606 2.371
C -1.578 3.884 2.730
O -2.721 3.513 2.026
C -2.800 3.967 0.693
C -1.797 3.054 -0.119
C -1.739 3.563 -1.560
N -2.142 1.665 -0.020
H -1.581 3.268 3.690
H -1.614 4.911 2.975
H -0.595 3.768 2.267
H -3.788 3.825 0.334
H -2.713 5.049 0.667
H -0.826 3.190 0.390
H -1.480 4.664 -1.534
H -2.732 3.541 -2.071
H -1.081 3.135 -2.300
H -3.081 1.395 -0.359
H -2.141 1.459 0.930
C -6.195 -4.098 0.624
O -5.227 -3.371 -0.016
C -4.031 -3.320 0.742
C -2.892 -2.696 -0.051
C -2.708 -3.384 -1.387
N -1.724 -2.801 0.838
H -5.999 -5.192 0.612
H -7.137 -3.941 -0.064
H -6.393 -3.673 1.636
H -4.211 -2.854 1.680
H -3.733 -4.344 0.959
H -3.127 -1.611 -0.330
H -2.520 -4.438 -1.260
H -1.993 -2.937 -2.049
H -3.691 -3.358 -1.976
H -0.985 -2.192 0.510
H -1.423 -3.777 0.807
C 4.771 -3.090 -3.232
O 3.487 -3.569 -3.678
C 3.228 -4.912 -3.198
C 1.734 -4.963 -2.722
C 1.286 -3.818 -1.810
N 1.608 -6.305 -2.181
H 4.687 -2.070 -2.816
H 5.615 -3.150 -3.962
H 5.115 -3.676 -2.404
H 3.477 -5.724 -3.975
H 3.928 -5.127 -2.392
H 1.099 -4.994 -3.636
H 1.145 -2.866 -2.381
H 1.893 -3.617 -0.941
H 0.265 -4.059 -1.354
H 2.056 -6.372 -1.261
H 0.666 -6.547 -2.088
O -2.349 -2.803 3.626
C -2.562 -1.705 4.403
C -1.680 -0.513 4.141
O -1.881 0.006 2.778
H -2.145 -2.589 2.695
H -3.514 -1.280 4.287
H -2.516 -2.102 5.441
H -0.633 -0.696 4.281
H -1.856 0.337 4.724
H -1.584 -0.627 2.087
O -0.218 -0.371 -0.511
C 0.281 0.033 -1.782
C 1.758 0.150 -1.793
O 2.169 1.051 -0.796
H -0.971 0.273 -0.346
H -0.016 -0.631 -2.581
H -0.125 0.947 -2.072
H 2.077 0.638 -2.754
H 2.361 -0.740 -1.699
H 1.966 0.613 0.041
O 2.558 4.115 -4.483
C 2.007 3.372 -5.606
C 1.135 2.180 -5.217
O 0.282 2.715 -4.149
H 3.210 3.602 -3.989
H 1.428 4.099 -6.138
H 2.813 3.010 -6.291
H 1.778 1.392 -4.813
H 0.489 1.755 -5.935
H 0.778 3.496 -3.826

<two>
132
Properties=species:S:1:pos:R:3 method="wB97M-V/def2-TZVPD" e_lumo_ev=0.18 charge=0 smiles=COC[C@H](C)N.COC[C@H](C)N.COC[C@H](C)N.COC[C@H](C)N.COC[C@H](C)N.COC[C@H](C)N.OCCO.OCCO.OCCO gap_ev=8.99
C -1.427 -7.258 3.780
O -0.638 -8.430 4.155
C -1.252 -9.154 5.280
C -0.118 -10.224 5.633
C -0.767 -11.269 6.559
N 1.044 -9.568 6.186
H -1.244 -6.603 4.632
H -2.512 -7.360 3.802
H -1.014 -6.729 2.921
H -1.572 -8.485 6.080
H -2.056 -9.752 4.850
H 0.081 -10.719 4.683
H -1.269 -10.652 7.304
H 0.041 -11.876 6.969
H -1.401 -12.023 6.092
H 0.686 -9.174 7.045
H 1.158 -8.871 5.464
C -2.129 -8.983 -7.363
O -2.202 -8.791 -6.013
C -1.436 -7.693 -5.507
C -2.246 -6.742 -4.530
C -3.302 -6.136 -5.383
N -1.497 -5.631 -4.047
H -2.839 -8.237 -7.722
H -2.557 -9.924 -7.708
H -1.147 -8.879 -7.826
H -0.664 -8.194 -4.923
H -0.907 -7.134 -6.279
H -2.604 -7.276 -3.649
H -4.163 -6.742 -5.667
H -2.994 -5.666 -6.317
H -3.825 -5.348 -4.841
H -1.942 -4.726 -3.990
H -0.890 -5.743 -3.248
C 7.018 2.794 5.195
O 8.240 3.378 4.730
C 9.359 2.403 4.704
C 9.820 2.038 6.142
C 10.006 3.208 6.999
N 11.050 1.378 6.139
H 6.289 3.592 5.053
H 6.879 2.258 6.134
H 6.693 2.044 4.474
H 9.152 1.587 4.011
H 9.990 3.109 4.165
H 9.056 1.319 6.440
H 10.201 2.866 8.016
H 9.068 3.756 7.080
H 10.683 3.950 6.577
H 11.241 0.931 7.024
H 10.971 0.468 5.707
C 2.933 7.351 -1.480
O 2.952 8.161 -2.702
C 1.815 9.018 -2.828
C 1.727 10.387 -2.133
C 0.388 11.164 -2.406
N 2.890 11.220 -2.490
H 3.021 8.048 -0.647
H 3.831 6.734 -1.479
H 2.181 6.567 -1.386
H 1.721 9.248 -3.890
H 0.866 8.504 -2.677
H 1.688 10.313 -1.047
H 0.317 11.379 -3.472
H 0.454 12.189 -2.041
H -0.411 10.696 -1.832
H 3.098 12.053 -1.958
H 3.600 10.518 -2.642
C 1.453 0.816 -7.521
O 2.252 0.798 -8.668
C 3.581 1.056 -8.466
C 3.826 2.410 -7.970
C 3.529 3.538 -9.024
N 5.115 2.636 -7.418
H 1.365 1.732 -6.937
H 1.845 0.108 -6.791
H 0.450 0.451 -7.738
H 4.134 0.401 -7.792
H 4.115 1.058 -9.416
H 3.123 2.680 -7.181
H 2.686 3.271 -9.661
H 4.266 3.723 -9.805
H 3.400 4.511 -8.550
H 5.587 1.880 -6.941
H 4.933 3.333 -6.710
C -9.525 5.224 -2.445
O -9.196 4.102 -1.670
C -9.050 2.754 -2.280
C -7.631 2.313 -2.788
C -7.081 2.938 -4.042
N -7.327 0.904 -2.889
H -8.862 5.486 -3.269
H -9.562 6.090 -1.783
H -10.493 5.126 -2.936
H -9.483 2.090 -1.531
H -9.758 2.578 -3.091
H -6.951 2.629 -1.997
H -7.687 2.827 -4.942
H -6.022 2.730 -4.197
H -7.027 4.004 -3.821
H -7.502 0.504 -3.799
H -7.737 0.319 -2.175
O 1.191 0.180 -0.830
C 0.202 -0.247 0.040
C -1.245 0.227 -0.400
O -1.609 -0.366 -1.647
H 0.902 -0.051 -1.715
H 0.450 -1.304 -0.059
H 0.438 0.049 1.062
H -1.340 1.311 -0.472
H -2.074 -0.048 0.252
H -2.539 -0.164 -1.777
O -5.799 1.189 5.492
C -6.087 2.327 4.756
C -7.519 2.541 4.380
O -8.343 2.480 5.531
H -6.418 1.150 6.225
H -5.782 3.104 5.457
H -5.394 2.215 3.922
H -7.844 1.857 3.596
H -7.594 3.582 4.065
H -9.255 2.460 5.233
O 1.869 -1.812 8.907
C 1.830 -2.808 7.875
C 2.597 -4.031 8.343
O 2.036 -4.608 9.449
H 1.471 -2.316 9.620
H 0.780 -2.950 7.619
H 2.366 -2.524 6.969
H 3.623 -3.916 8.691
H 2.502 -4.825 7.602
H 2.633 -4.360 10.159

<three>
132
Properties=species:S:1:pos:R:3 method="wB97M-V/def2-TZVPD" e_lumo_ev=0.59 charge=0 smiles=COC[C@H](C)N.COC[C@H](C)N.COC[C@H](C)N.COC[C@H](C)N.COC[C@H](C)N.COC[C@H](C)N.OCCO.OCCO.OCCO gap_ev=9.75
C 0.098 -0.860 -5.803
O 1.465 -0.420 -5.668
C 1.736 -0.094 -4.285
C 3.297 -0.079 -4.167
C 3.931 -1.296 -4.701
N 3.665 0.213 -2.769
H -0.432 -0.341 -5.025
H 0.054 -1.983 -5.580
H -0.344 -0.690 -6.772
H 1.261 0.872 -3.992
H 1.306 -0.781 -3.555
H 3.581 0.754 -4.787
H 4.999 -1.320 -4.665
H 3.603 -1.359 -5.721
H 3.504 -2.137 -4.135
H 3.236 1.111 -2.500
H 4.703 0.294 -2.628
C 0.687 -3.474 3.498
O 0.989 -2.124 3.859
C -0.079 -1.536 4.446
C 0.177 -0.077 4.659
C 1.435 0.345 5.442
N -1.071 0.453 5.228
H 1.643 -3.904 3.123
H 0.014 -3.495 2.621
H 0.293 -4.026 4.311
H -1.058 -1.599 3.908
H -0.384 -2.009 5.397
H 0.251 0.409 3.681
H 2.261 0.062 4.815
H 1.592 -0.088 6.477
H 1.430 1.464 5.495
H -1.019 0.238 6.224
H -1.050 1.438 5.099
C -1.288 -6.090 -4.643
O -1.001 -5.318 -3.478
C 0.268 -5.559 -2.889
C 0.456 -4.553 -1.757
C 1.702 -4.773 -1.015
N -0.710 -4.458 -0.847
H -0.661 -5.849 -5.508
H -2.306 -5.812 -4.906
H -1.336 -7.162 -4.461
H 0.270 -6.572 -2.401
H 1.080 -5.372 -3.626
H 0.513 -3.673 -2.394
H 2.599 -4.841 -1.682
H 1.626 -5.707 -0.468
H 1.846 -3.975 -0.290
H -1.568 -4.453 -1.362
H -0.758 -5.296 -0.268
C 2.787 3.327 0.047
O 3.128 2.833 1.341
C 4.460 2.352 1.414
C 4.976 2.245 2.822
C 5.293 3.584 3.466
N 6.155 1.369 2.796
H 2.864 2.460 -0.603
H 3.510 4.107 -0.279
H 1.787 3.708 0.119
H 4.528 1.439 0.915
H 5.164 3.011 0.822
H 4.214 1.712 3.410
H 5.991 4.098 2.773
H 5.762 3.402 4.437
H 4.343 4.137 3.601
H 6.403 1.209 3.753
H 5.971 0.479 2.403
C -3.785 -3.655 -3.891
O -3.843 -2.443 -3.202
C -2.696 -1.615 -3.382
C -3.122 -0.232 -2.812
C -2.069 0.794 -2.964
N -3.235 -0.367 -1.300
H -2.827 -4.173 -3.851
H -4.133 -3.554 -4.912
H -4.639 -4.246 -3.442
H -1.800 -1.947 -2.872
H -2.393 -1.533 -4.424
H -4.100 0.056 -3.240
H -1.230 0.412 -2.328
H -2.496 1.679 -2.502
H -1.789 0.991 -3.986
H -3.895 -1.070 -0.993
H -2.359 -0.776 -0.973
C -0.370 4.458 5.858
O -0.541 3.596 4.782
C -1.495 4.098 3.868
C -1.616 3.086 2.800
C -0.343 2.986 1.929
N -2.792 3.381 1.947
H -1.000 4.095 6.739
H -0.724 5.499 5.624
H 0.660 4.434 6.214
H -2.467 4.228 4.349
H -1.093 5.043 3.483
H -1.801 2.116 3.257
H -0.177 3.899 1.420
H -0.459 2.307 1.125
H 0.545 2.713 2.545
H -3.520 3.777 2.556
H -3.202 2.534 1.549
O -4.418 1.079 0.675
C -4.193 -0.129 1.466
C -5.418 -1.030 1.519
O -5.993 -1.251 0.225
H -4.047 0.812 -0.200
H -3.345 -0.678 1.078
H -3.895 0.235 2.456
H -6.257 -0.720 2.159
H -5.040 -2.031 1.840
H -6.577 -0.503 0.112
O -0.670 -1.557 -0.504
C 0.072 -0.854 0.514
C 1.390 -0.271 0.130
O 2.447 -1.231 -0.225
H -0.549 -2.526 -0.401
H -0.598 -0.039 0.720
H 0.103 -1.425 1.461
H 1.659 0.223 1.086
H 1.308 0.455 -0.622
H 2.587 -1.069 -1.226
O 0.096 3.450 -2.689
C -0.569 4.499 -1.862
C -1.693 3.994 -0.990
O -1.960 5.009 -0.020
H -0.432 3.382 -3.510
H 0.171 4.945 -1.183
H -0.979 5.298 -2.490
H -1.378 3.115 -0.505
H -2.596 3.734 -1.553
H -2.258 4.545 0.798

Which is the most stable structure? <three> is the most stable.

<one>
11
Properties=species:S:1:pos:R:3 method="wB97M-V/def2-TZVPD" e_lumo_ev=0.63 charge=0 smiles=ClPc1ccco1 gap_ev=9.49
Cl -1.313 1.546 2.270
P -0.027 0.018 2.449
C 0.293 -0.094 0.609
C -0.638 -0.365 -0.319
C 0.003 -0.178 -1.568
C 1.287 0.300 -1.234
O 1.456 0.394 0.128
H -0.930 -1.145 2.142
H -1.568 -0.940 -0.120
H -0.468 -0.423 -2.478
H 1.905 0.886 -1.880

<two>
11
Properties=species:S:1:pos:R:3 method="wB97M-V/def2-TZVPD" e_lumo_ev=0.19 charge=0 gap_ev=9.02
O -0.541 -3.271 -0.113
C -0.813 -2.123 -0.063
C -1.089 -0.875 -0.217
C -0.321 0.350 -0.128
C 0.909 0.605 0.346
P 2.307 -0.412 0.984
Cl 3.529 -0.397 -0.616
H -2.111 -0.802 -0.041
H -1.016 1.124 -0.326
H 1.323 1.571 0.433
H 1.725 -1.721 0.720

Which is the most stable structure? <one> is the most stable.